# 1
{
  "formula": "C2H4F3NO4SV",
  "method": "ωB97M-V with the def2-TZVPD basis set",
  "lumo_ev": [-1.1, -1.3],
  "multiplicity": 4,
  "species": ["O", "C", "V", "H", "H", "H", "O", "H", "N", "S", "O", "O", "C", "F", "F", "F"],
  "xyz": [[2.0640, 0.3285, 0.2669], [2.8508, 1.1903, -0.5581], [0.8301, -0.8830, -0.4213], [2.1987, 1.9973, -0.9133], [3.6832, 1.6087, 0.0210], [3.2282, 0.6313, -1.4219], [-0.3600, -2.3125, 0.0927], [2.1433, 0.4329, 1.2821], [-0.9057, -1.5605, -1.0265], [-2.2742, -0.8595, -0.6262], [-2.6367, 0.1906, -1.5865], [-3.3311, -1.7992, -0.2322], [-1.9614, 0.0774, 0.9893], [-2.1842, -0.6664, 2.0541], [-2.6899, 1.1764, 1.0619], [-0.6550, 0.4477, 1.0182]],
  "forces_ev_per_a": [[2.20, 1.53, 3.50], [0.45, 1.08, 0.06], [-2.57, -2.84, -0.75], [0.28, -0.10, 0.09], [-0.16, -0.15, -0.31], [-0.05, -0.05, 0.34], [0.16, 0.79, -0.62], [0.03, 0.28, -2.53], [0.08, -0.31, -0.01], [-3.58, -0.08, -0.33], [1.12, -1.33, 1.16], [1.84, 1.37, -0.48], [-0.66, -0.85, -0.60], [0.01, 0.02, 0.21], [0.01, 0.15, 0.05], [0.86, 0.49, 0.22]],
  "mulliken_spin": [0.03, 0.02, 2.97, 0.01, 0.00, 0.00, -0.02, 0.01, 0.00, -0.01, 0.00, 0.00, 0.00, 0.00, 0.00, -0.01]
}

# 2
{
  "formula": "C2H4FIO",
  "method": "ωB97M-V with the def2-TZVPD basis set",
  "lumo_ev": -0.8,
  "multiplicity": 1,
  "species": ["C", "C", "O", "F", "I", "H", "H", "H", "H"],
  "xyz": [[0.0169, 0.0644, 0.1079], [2.4133, 0.2344, -0.9951], [-1.0510, 0.0648, -0.8115], [2.9679, -0.5571, -0.0415], [1.9721, -0.8378, -2.7534], [0.2367, -0.7704, 0.7185], [-0.1357, 1.0362, 0.6944], [1.1626, 0.1029, -0.3809], [-1.6674, -0.6607, -0.8433]],
  "forces_ev_per_a": [[-0.20, 2.33, -0.52], [1.05, 0.15, 1.09], [1.33, 0.58, 0.10], [0.11, 0.01, -1.04], [0.07, -0.57, -0.39], [-0.64, -1.24, 0.75], [0.90, -1.42, -0.68], [-2.97, 0.97, 0.30], [0.35, -0.82, 0.37]],
  "lowdin_charge": [-0.14, -0.58, -0.09, -0.16, 0.73, 0.08, 0.13, -0.06, 0.09]
}

# 3
{
  "formula": "C2H4FN",
  "method": "ωB97M-V with the def2-TZVPD basis set",
  "lumo_ev": [-0.3, -0.3],
  "multiplicity": 1,
  "species": ["C", "C", "N", "F", "H", "H", "H", "H"],
  "xyz": [[1.1103, -0.1481, -0.8876], [1.0400, 0.0196, 1.4618], [1.3624, -0.0957, 0.2692], [2.0515, -0.1332, -1.8195], [-0.4928, -0.8146, -3.2193], [1.2656, 0.9242, 1.8859], [1.4040, -0.7453, 2.0798], [0.0574, -0.9020, -2.7063]],
  "forces_ev_per_a": [[-0.99, -0.32, -4.64], [1.81, -0.72, 1.89], [0.02, 0.01, 0.91], [0.54, 0.08, 0.11], [0.34, -0.15, 0.19], [-0.57, 2.78, 1.03], [-0.54, -1.71, 1.02], [-0.61, 0.03, -0.52]],
  "lowdin_charge": [-0.20, 0.02, 0.01, 0.02, 0.04, 0.06, 0.07, -0.01]
}

# 4
{
  "formula": "C2H4FN",
  "method": "ωB97M-V with the def2-TZVPD basis set",
  "lumo_ev": [-0.4, -0.4],
  "multiplicity": 1,
  "species": ["C", "C", "N", "F", "H", "H", "H", "H"],
  "xyz": [[-1.0297, -0.5535, 0.7120], [0.5754, 1.1775, 0.3886], [-0.4822, 0.5017, 0.6456], [-2.3273, -0.6655, 0.6842], [0.7931, -1.7422, -1.2356], [0.8718, 1.9858, 1.1600], [0.6476, 1.6733, -0.6090], [0.9513, -2.3770, -1.7458]],
  "forces_ev_per_a": [[-1.42, -4.19, 0.25], [-0.74, 4.51, 0.59], [3.05, 2.70, -0.58], [-1.13, 0.22, 0.13], [0.45, -1.88, -1.47], [-0.06, -1.91, -0.69], [0.31, -1.34, 0.28], [-0.45, 1.89, 1.48]],
  "lowdin_charge": [-0.21, -0.02, -0.02, 0.05, 0.00, 0.09, 0.08, 0.03]
}

Largest force on an atom across the listed records, respectively: 4.4, 3.1, 4.8, 4.6 eV/A.
E_tot across the listed records, respectively: -2075.9433, -551.2266, -233.0472, -233.0503 a.u..
ΔE to the lowest compared entry with this formula, charge and spin across the listed records, respectively: 0.000, 4.125, 4.463, 4.377 eV.